118
Properties=species:S:1:pos:R:3:forces:R:3 method="wB97M-V/def2-TZVPD" spin_multiplicity=5 homo_ha="-0.0431 / -0.0498" e_lumo_ev="3.84 / 3.84" orbital_gap_ev="5.02 / 5.20" de_lowest_kcal_mol=27.2 total_charge=-2
H 7.0874 -11.5689 -14.6646 0.0 0.0 -0.1
Cr 4.3593 -18.6332 -9.7967 -0.5 0.0 0.3
C 7.0050 -23.2048 -9.0583 0.4 0.2 0.3
S 3.4579 -18.2043 -11.9839 0.2 -0.6 -0.7
S 6.3013 -19.5903 -11.1557 -0.3 0.0 0.4
H 5.6507 -20.3581 -4.9997 -0.3 -0.4 0.5
H 6.4998 -15.6030 -3.8200 -0.2 -0.1 -0.2
H 7.9854 -18.5469 -15.5190 0.1 -0.1 0.1
C 5.7775 -16.5421 -13.8765 -0.1 0.1 0.0
H 4.0697 -13.3719 -10.5069 0.1 0.1 -0.1
H 3.3183 -22.5965 -6.9612 0.2 -0.1 -0.2
H 4.5004 -23.4418 -5.9653 -0.1 -0.3 -0.1
N 4.9906 -23.2766 -7.9676 0.0 0.0 -0.1
C 4.7579 -16.5458 -14.8157 0.1 -0.4 -0.3
H 5.8342 -10.5124 -8.5821 -0.2 -0.2 0.0
H 1.8780 -15.4866 -10.1224 0.2 0.0 0.0
H 6.1165 -18.6171 -17.1344 0.0 -0.1 0.0
H 5.9220 -13.7636 -14.2665 0.2 0.5 0.2
C 5.9219 -21.1583 -13.3662 -0.2 0.2 0.4
C 8.8699 -16.5309 -7.4554 0.3 -0.5 0.7
H 7.5389 -20.7188 -6.5054 0.0 0.2 0.1
C 6.9358 -17.2506 -14.1449 0.2 -0.5 -0.1
H 5.6950 -12.8401 -9.2805 0.0 -0.1 0.1
C 7.4482 -13.3584 -11.2626 -0.8 -0.7 -0.7
H 5.6936 -22.4204 -15.0922 0.0 0.2 0.1
H 8.5720 -16.0412 -9.5052 0.0 -0.1 -0.2
C 3.5916 -19.9417 -14.1369 -0.5 0.0 -0.4
H 2.9256 -17.9615 -3.8041 -0.1 -0.1 0.2
C 4.5924 -10.7928 -6.8621 -0.2 0.4 0.7
C 3.2274 -13.9334 -10.9151 -0.6 -0.1 0.3
N 2.8522 -17.5929 -8.6588 -1.0 0.0 0.0
C 3.6409 -17.3282 -4.3066 -0.2 0.1 -0.2
S 3.4018 -21.7378 -9.4945 0.2 0.2 0.0
Sb 5.5198 -15.8285 -11.8813 0.4 -0.1 0.4
H 9.2291 -17.6690 -9.2493 0.5 -0.3 -0.2
H 2.6273 -19.4826 -14.4129 0.6 -0.2 0.1
H 3.3525 -11.4060 -5.1898 0.2 0.0 -0.2
C 5.2894 -21.5843 -14.5216 0.2 -0.3 -0.3
H 6.6264 -17.2988 -9.6901 0.1 0.1 0.4
H 4.0277 -19.3595 -6.7611 0.3 -0.1 0.0
Sb 4.0853 -15.6753 -8.4600 0.2 0.2 -0.9
C 5.4026 -20.1250 -12.5707 0.6 -0.2 -0.4
H -0.9291 -16.5803 -6.2371 0.0 -0.3 0.0
C 4.7095 -16.7727 -3.6201 -0.1 0.0 -0.2
N 5.5886 -18.8834 -8.0428 0.5 0.5 -0.1
C 8.1265 -12.1793 -11.4987 0.4 0.6 -0.3
C 4.8747 -17.2928 -15.9823 0.2 0.0 0.0
H 8.6233 -17.4607 -5.5598 -0.1 -0.1 0.4
H 6.1591 -21.7073 -10.3687 -0.1 -0.4 0.1
C 0.7310 -16.9180 -7.4856 -0.3 0.2 0.4
H 8.5398 -10.6106 -12.9254 0.1 0.2 0.1
Cl 1.1565 -15.2942 -6.8790 0.4 -0.2 -0.3
H 5.0416 -20.7187 -7.2683 -0.1 0.1 0.2
H 7.7074 -17.3084 -13.3882 0.2 0.1 0.0
N 5.9480 -22.5732 -9.8240 0.4 0.6 -0.5
H -2.0850 -18.7392 -6.8524 -0.1 0.1 0.0
H 4.6189 -9.7425 -6.5487 0.1 -0.3 -0.2
H 3.1846 -13.7584 -5.9421 0.2 0.3 0.0
H 2.9071 -15.4760 -12.4318 -0.2 -0.3 0.0
C -0.5700 -19.1641 -8.3295 0.3 -0.2 -0.2
H 3.3814 -24.3407 -7.0566 0.0 -0.4 -0.1
C 6.5086 -13.2744 -13.4756 0.2 -0.3 0.0
H 3.5872 -21.2393 -15.8281 0.2 -0.1 0.0
C 7.1944 -12.0802 -13.7180 0.1 -0.1 0.5
C 5.1729 -12.5662 -8.3682 0.2 0.3 -0.5
H 3.8571 -14.0928 -12.9735 0.0 -0.3 0.2
H 2.4953 -13.1697 -11.2476 0.4 -0.2 -0.1
H 8.0967 -15.8431 -7.1444 -0.2 0.3 0.2
C 5.4381 -15.7545 -5.6925 0.3 0.3 0.2
C 3.8832 -11.7159 -6.0937 -0.3 -0.4 0.0
H 4.0515 -17.3273 -16.6883 0.0 0.0 0.0
H 6.0567 -25.0729 -8.4350 -0.2 0.1 -0.1
C 3.9993 -23.4540 -6.9435 0.1 0.6 0.3
C 7.0766 -17.9997 -15.3103 -0.3 0.3 -0.3
C 8.7777 -17.7902 -6.5826 0.2 0.7 -0.4
C 7.3640 -19.7234 -6.0556 0.1 -0.1 0.2
N 7.7106 -18.6754 -6.9955 0.0 -0.2 0.3
C 5.9131 -19.5670 -5.6785 -0.2 0.0 -0.3
H 6.8268 -21.6436 -13.0315 0.2 -0.1 0.0
C 4.3264 -16.2190 -6.3657 -0.8 -0.4 0.4
H 5.7589 -18.6119 -5.1844 0.0 0.1 0.1
C 4.2109 -19.5106 -12.9677 -0.5 0.7 0.5
H 6.1450 -15.1125 -6.2237 -0.1 -0.1 0.2
H 6.7020 -24.1386 -7.0801 -0.1 0.1 -0.3
C -1.1545 -18.4289 -7.3069 -0.1 -0.4 0.0
C 6.6175 -13.9531 -12.2524 0.6 0.9 0.2
C 6.7764 -18.3456 -7.9457 -0.4 0.0 -0.3
H 7.9985 -19.6315 -5.1559 -0.1 0.0 -0.5
H 3.8371 -16.0419 -14.5879 -0.3 0.2 0.0
C 3.7922 -13.0454 -6.5094 -0.1 0.0 -0.1
C 0.6632 -18.8237 -8.8462 0.0 0.3 0.0
C 3.6745 -14.7792 -12.1250 -0.1 0.9 -0.1
C 8.0178 -11.5322 -12.7254 -0.7 -0.5 -0.5
H -1.0859 -20.0158 -8.7762 0.1 0.2 0.1
H 2.6424 -17.5243 -6.1916 0.0 0.1 0.2
C 5.2428 -11.2200 -7.9988 0.3 -0.1 -0.1
C 4.8116 -22.5169 -9.0986 -0.6 -0.4 0.4
H 7.6259 -22.4594 -8.5169 -0.2 -0.2 -0.3
H 7.6403 -23.8180 -9.6945 0.1 0.1 0.0
C 2.5431 -14.6938 -9.7576 0.2 -0.5 0.1
C -0.4879 -17.2896 -6.9368 -0.1 0.6 0.1
H 1.9338 -14.0404 -9.1353 0.2 0.2 -0.1
C 6.2123 -24.0486 -8.0629 0.2 0.1 0.5
C 8.5501 -16.9221 -8.8632 -0.8 0.3 -0.3
H 9.7139 -18.3473 -6.6292 0.2 0.0 0.1
C 4.1326 -20.9543 -14.9342 -0.7 0.5 0.4
C 6.0327 -18.0305 -16.2303 0.0 0.4 0.2
H 4.7990 -16.9486 -2.5593 0.2 0.0 0.2
H 8.7743 -11.7213 -10.7561 -0.1 -0.2 0.2
H 9.8465 -16.0428 -7.3223 -0.2 -0.2 -0.1
C 5.6269 -16.0178 -4.3356 0.6 0.3 0.3
N 7.1848 -17.4161 -8.8416 0.1 0.0 -0.6
C 3.4568 -17.0567 -5.6524 0.2 0.0 -0.4
C 5.0679 -19.6717 -6.9332 0.0 -0.3 -0.3
Cl 1.0670 -19.7335 -10.2879 0.3 0.2 0.2
C 1.5520 -17.7339 -8.3571 0.6 -0.4 -0.5
H 7.5391 -13.8324 -10.2945 0.0 -0.1 0.1
C 4.4252 -13.5108 -7.6776 -0.3 -0.2 0.4

***

122
Properties=species:S:1:pos:R:3:forces:R:3 method="wB97M-V/def2-TZVPD" homo_ha=-0.3364 e_lumo_ev=0.58 orbital_gap_ev=9.73 total_charge=0
H 1.6386 -4.4948 1.3384 0.1 -0.2 -0.1
C -4.6058 4.2407 -6.8931 0.0 0.0 0.0
C 3.2496 0.3416 4.4775 -0.2 0.0 0.0
N 1.5500 5.6571 8.4935 0.0 0.0 0.0
H -2.3561 -0.9215 3.2331 -0.2 0.2 0.0
C -6.7602 0.2901 -5.8138 0.0 0.0 0.0
H 0.7077 4.0995 -3.2003 0.0 0.0 0.0
C 4.4607 1.0179 4.5217 0.0 0.0 0.0
C -4.1183 2.9460 -6.8189 0.0 0.0 0.0
C 0.7228 3.6598 -2.2080 -0.1 0.0 0.0
H 2.4486 4.7645 -1.5504 -0.1 0.0 0.0
C -3.7954 2.1872 -0.5446 0.0 0.0 0.0
C 5.7970 7.5766 -2.7974 0.0 0.0 0.0
C 1.6768 4.7357 7.5407 0.0 0.1 0.0
C -5.7828 -2.2321 -5.6392 0.0 0.0 0.1
H -5.1076 -1.9654 4.0874 0.2 0.0 0.0
C 2.1169 2.2350 3.9011 -0.1 0.0 0.0
C -3.7696 1.4333 -1.7073 -0.1 -0.1 0.0
H 2.1707 -6.9455 -5.5652 0.0 0.0 0.0
C 4.4710 2.3734 4.2391 0.0 0.0 0.0
C 2.7023 -6.2486 0.6822 0.0 0.0 0.0
H 4.5653 3.2350 8.4186 0.0 0.0 0.0
H 1.1074 -1.3271 3.3245 -0.2 -0.1 0.0
H -3.0718 -0.5414 4.7946 -0.2 0.2 -0.1
H -4.9573 4.6447 -7.8340 0.0 0.0 0.0
H -1.1549 -2.5297 4.7955 0.2 0.0 -0.1
N 0.6090 -5.4359 -0.1585 0.0 0.0 0.0
C -3.3001 0.1299 -1.6404 0.0 0.0 0.0
C -3.5303 -3.2190 4.6084 0.1 0.3 -0.7
C -0.1582 -4.2468 3.8925 0.1 0.1 -0.2
O -3.9899 -3.4770 5.6691 -0.4 -0.3 0.9
C 4.2783 -9.5574 -5.1948 0.0 0.0 0.0
H -4.1778 -2.4811 2.6877 0.2 -0.1 0.1
N -2.8932 0.3548 0.7115 0.0 -0.1 -0.1
C 5.1889 8.7129 -3.3060 0.0 0.0 0.0
O 0.9648 -2.6113 6.0903 0.0 -0.4 0.1
C 1.6530 -5.3425 0.6618 -0.1 0.0 0.0
H -3.3389 2.1638 1.5600 0.0 0.1 0.0
C -3.6829 2.4761 -5.5889 0.0 -0.1 0.1
H 3.2950 9.6982 -3.5972 0.0 0.0 0.0
C 1.5865 -7.4277 -1.0642 0.0 0.0 0.0
C 2.5042 5.7096 9.4204 -0.1 0.0 0.0
C -3.3429 1.6057 0.6284 -0.1 0.0 0.2
H 3.1884 -0.7172 4.6988 0.2 0.2 0.0
C -3.3041 -0.8074 3.7598 0.3 -0.6 0.1
C -1.2687 -3.2114 3.9482 -0.5 -0.2 -0.1
C 4.9962 6.6042 -2.2185 0.0 0.0 0.0
C 2.7365 3.8440 7.4684 0.0 0.0 0.0
H -0.2707 -6.5188 -1.6617 0.0 0.0 0.0
C 2.5430 -7.9265 -5.3037 0.0 0.0 0.0
H 5.3691 0.4900 4.7780 0.0 0.0 0.0
H -6.1893 -2.4248 -7.7388 0.0 0.0 0.0
C 3.3627 -10.4128 -4.6000 0.0 0.0 0.0
H 2.7860 3.1144 6.6718 0.0 0.0 0.0
H 0.6168 2.0212 1.2061 0.0 0.0 0.0
H -4.0766 2.3113 -7.6936 0.0 0.0 0.0
H -3.2958 1.4676 -5.4833 0.0 0.0 -0.1
C 3.8115 8.8292 -3.2134 0.0 0.0 0.0
H 0.8865 4.7139 6.7977 0.0 0.0 0.0
S 1.8830 -3.3018 5.2532 0.3 0.2 -0.1
O 3.1972 -2.7934 5.0795 -0.1 -0.5 0.0
C -4.0902 -2.1328 3.7230 -0.3 0.3 -0.3
N -5.8023 -1.4938 -4.5311 0.0 0.0 -0.1
H -4.1522 3.2084 -0.5471 0.0 0.0 0.0
H 4.5413 -7.5898 -6.0196 0.0 0.0 0.0
C -2.8777 -0.3611 -0.4138 0.0 0.0 0.0
H 4.3505 4.9570 10.2175 0.0 0.0 0.0
C -4.6347 5.0095 -5.7397 0.0 0.0 0.0
H 3.2357 4.0570 3.7054 0.0 0.0 0.0
C 1.6949 4.0318 -1.2898 0.0 0.0 0.0
H 2.4059 3.6974 0.7106 0.0 0.0 0.0
H -4.1820 5.0112 -3.6350 0.0 0.0 0.0
C -0.2468 2.2095 -0.7481 0.1 0.0 -0.2
H -7.0891 -0.0996 -7.9018 0.0 0.0 0.0
H 2.0228 7.8545 -2.5180 0.0 0.0 0.0
H 0.6733 -8.6136 -4.4877 0.0 0.0 0.0
H -1.3282 -2.6549 3.0091 0.2 0.0 0.1
C 3.7216 3.9133 8.4399 0.0 0.0 0.0
C 0.5894 -6.4658 -1.0028 0.0 0.0 0.0
C 3.6055 4.8665 9.4388 0.0 0.0 0.0
C 2.6658 -7.3144 -0.2023 0.0 0.0 0.0
F 2.0170 -4.7630 5.8134 -0.1 0.4 -0.1
H -0.3102 -4.8661 3.0039 0.1 0.0 0.2
H 5.4337 5.6986 -1.8117 0.0 0.0 0.0
H 6.8689 7.4438 -2.8474 0.0 0.0 0.0
H 5.7788 9.4947 -3.7668 0.0 0.0 0.0
C 3.1021 7.8004 -2.6129 -0.1 -0.1 0.0
O -2.4861 -3.9680 4.1255 0.5 0.1 0.0
C 3.2737 2.9984 3.9245 0.0 0.0 0.0
C 1.6659 3.4391 -0.0370 0.0 0.0 0.0
H -3.8582 -0.0216 3.2511 0.0 0.0 0.2
C -6.7303 -0.4903 -6.9579 0.0 0.0 0.0
H 5.3949 2.9373 4.2689 0.0 0.0 0.0
C -6.2316 -1.7804 -6.8713 0.0 0.0 0.0
H 5.2951 -9.8812 -5.3703 0.0 0.0 0.0
C 3.8570 -8.2872 -5.5537 0.0 0.0 0.0
N 3.6714 6.7020 -2.1206 0.1 0.1 -0.1
H -1.0237 1.4809 -0.5732 0.0 -0.1 0.0
N 1.2167 -3.6734 3.7916 -0.5 0.4 0.3
N 2.0972 -10.0811 -4.3518 0.0 0.0 0.0
H -2.5050 -1.3763 -0.3229 0.0 0.0 0.0
H -7.1393 1.3029 -5.8364 0.0 0.0 0.0
H 3.4643 -8.0452 -0.2206 0.0 0.0 0.0
S 1.4343 -2.4311 2.6080 0.3 0.2 0.0
H -6.2856 0.3216 -3.7122 0.0 0.0 0.0
C 0.6760 2.5100 0.2422 0.0 0.0 0.0
H -3.2633 -0.4966 -2.5216 0.0 0.0 0.0
H 1.5182 -8.2450 -1.7699 0.0 0.0 0.0
H 2.3761 6.4669 10.1863 0.0 0.0 0.0
H -5.3868 -3.2359 -5.5299 0.0 0.0 0.0
H -0.1910 -4.8720 4.7855 -0.1 0.0 -0.1
H -4.1033 1.8561 -2.6458 0.1 0.0 0.0
C 1.7083 -8.8573 -4.7039 0.0 0.0 0.0
H 3.6536 -11.4154 -4.3059 0.0 0.0 0.0
N 2.0918 0.9292 4.1675 0.1 0.0 0.0
C -6.2855 -0.2569 -4.6303 0.0 0.0 0.1
N -0.2341 2.7670 -1.9591 0.1 0.0 0.1
H -5.0066 6.0250 -5.7516 0.0 0.0 0.0
H 1.1603 2.6887 3.6636 0.0 0.0 0.0
N -3.7086 3.1997 -4.4729 -0.1 0.1 -0.1
H 3.5240 -6.1183 1.3734 0.0 0.0 0.0
C -4.1763 4.4437 -4.5597 0.0 0.0 0.0

***

111
Properties=species:S:1:pos:R:3:forces:R:3 method="wB97M-V/def2-TZVPD" spin_multiplicity=2 homo_ha="-0.4806 / -0.4994" e_lumo_ev="-6.59 / -8.23" orbital_gap_ev="6.49 / 5.36" total_charge=+2
H -0.1257 2.0950 -5.0894 0.0 0.0 0.0
C -0.9335 2.7767 -0.8864 0.0 0.0 0.0
H 4.2378 2.8324 2.2331 0.0 0.0 0.0
C -1.7632 4.0132 1.2359 0.0 0.1 0.0
C 3.1097 -2.0641 0.2516 0.1 0.0 -0.1
H -1.1052 4.9552 3.0749 0.0 0.0 0.0
C 2.7340 3.4899 -0.7351 0.0 0.0 0.0
H -3.8939 3.7944 0.8360 0.0 0.0 0.0
C -2.9790 0.4965 4.7464 0.0 0.0 0.0
C -0.2601 -3.3156 1.0657 0.0 -0.1 -0.1
C 2.6004 -1.0194 -2.8375 0.0 0.0 0.0
H 4.9151 -4.9339 0.1393 0.0 0.0 0.0
H 0.1064 -2.5425 0.3489 0.0 0.0 0.1
C -3.2239 4.4510 1.3919 0.0 0.0 0.0
C -0.9397 3.8975 -3.0015 0.0 0.1 0.0
C -0.8375 4.9503 2.0179 0.0 0.0 0.0
H -0.7353 -3.8238 5.6410 0.0 0.0 0.0
H -0.9978 2.2885 5.3695 0.0 0.0 0.0
C 0.1646 1.7890 1.0093 -0.1 -0.1 0.0
C 3.7438 2.6488 1.2880 0.0 0.0 0.0
H -0.6290 0.7758 6.1911 0.0 0.0 0.0
H 1.6959 -4.2224 1.4174 0.0 0.0 0.0
C 1.9605 -2.3332 -4.7566 0.0 0.0 0.0
H -2.5802 0.7833 -2.6886 0.0 0.0 0.0
C -3.8569 -1.5107 -1.3590 0.0 0.1 0.1
H -2.3932 -3.0041 0.6851 0.0 0.0 0.0
C -1.8820 0.8936 -3.5172 0.0 0.0 0.0
C -2.2647 -2.6203 -2.8138 0.2 0.0 0.0
H 3.8686 0.5224 1.4790 0.0 0.1 0.0
H 4.7627 -4.6553 2.5903 0.0 0.0 0.0
C -0.6325 1.2720 5.2198 0.0 0.0 0.0
H -1.6981 3.0174 1.6754 0.0 0.0 0.0
C 3.3625 -0.1885 -3.6611 0.0 0.0 -0.1
Ge 2.5302 -0.6902 -0.9525 -0.1 -0.1 0.0
C -3.3071 -3.2671 -3.4510 -0.1 0.0 0.0
C 4.3776 -4.0935 0.5572 0.0 0.0 0.0
H 2.4261 4.3193 -1.3589 0.0 0.0 0.0
H -4.0479 -0.8232 -0.5446 0.0 0.0 0.0
H -3.3526 1.5147 4.8597 0.0 0.0 0.0
C 3.0079 -1.9253 1.6391 0.0 0.0 0.0
H -5.4299 -3.5535 -3.5466 0.0 0.0 0.0
C 1.8986 -2.0945 -3.3925 0.0 0.0 0.0
H 0.6635 0.5935 -4.6408 0.0 0.0 0.0
H -0.0493 0.6712 -2.4095 0.1 0.1 0.1
C 4.2922 -3.9345 1.9352 0.0 0.0 -0.1
H -1.5567 1.0874 3.2964 0.0 0.0 0.0
H 0.3493 -5.3668 1.4310 0.0 0.0 0.0
C -0.7275 -3.1324 4.8091 0.0 0.0 0.0
C 3.7855 -3.1639 -0.2865 0.0 0.0 0.1
C -0.4245 -3.5876 3.5352 0.0 0.0 0.1
H 1.4246 -3.1693 -5.1864 0.0 0.0 0.0
C -1.3776 3.9436 -0.2369 0.0 -0.1 0.1
C -1.3069 5.0766 -2.3715 0.0 0.0 0.0
H -0.2207 -4.6382 3.3825 0.0 0.0 0.0
H -3.6347 -0.0353 4.0562 0.0 0.0 0.0
H -1.6160 -4.1536 -0.4193 0.0 0.0 0.0
N -0.4153 -0.4225 1.6548 0.0 -0.1 -0.3
H 1.3041 2.1385 -4.0691 0.0 0.0 0.0
C -1.6430 -3.7904 0.6086 0.0 0.0 0.0
C -2.5460 -1.7480 -1.7660 -0.1 0.0 0.0
H -1.9632 -4.6129 1.2496 0.0 0.0 0.0
C -0.5271 1.4450 -3.0588 -0.1 0.0 -0.1
Mo -0.2614 -0.2994 -0.2993 0.3 0.8 0.8
H 2.0663 2.0121 -2.1259 -0.1 0.0 -0.1
C -4.6182 -3.0437 -3.0462 0.0 0.0 0.0
H -0.9266 5.9732 1.6493 0.0 0.0 0.0
H 0.9102 -4.7061 -0.0912 0.0 0.0 0.0
H 4.0323 0.1951 -5.6607 0.0 0.0 0.0
C 2.5306 2.1870 -1.1671 0.1 0.1 0.1
H -3.0470 0.0109 5.7198 0.0 0.0 0.0
C 0.3900 1.5846 -4.2755 0.0 0.0 0.0
C 2.7255 -1.5050 -5.5708 0.0 0.0 0.0
C -4.8905 -2.1653 -2.0040 0.0 0.0 0.0
H 3.9162 0.6436 -3.2421 0.0 0.0 0.0
H 0.4045 1.3281 4.8820 0.0 0.0 0.0
C 3.5318 1.3461 0.8617 0.1 0.1 0.0
H 3.5049 4.7339 0.8346 0.0 0.0 0.0
C 3.3374 3.7201 0.4956 0.0 0.0 0.0
H -2.3254 1.5900 -4.2299 0.0 0.0 0.0
H -3.3801 5.4705 1.0389 0.0 0.0 0.0
C 3.6011 -2.8557 2.4764 0.0 0.0 0.0
H -1.4376 5.9802 -2.9515 0.0 0.0 0.0
H 0.7449 2.6906 1.1656 0.0 0.0 0.0
H 3.5301 -2.7389 3.5498 0.0 0.0 0.0
H 3.8751 -3.2806 -1.3602 0.0 0.0 0.0
H 2.4745 -1.0866 2.0739 0.0 0.0 0.0
H 1.3155 -2.7525 -2.7554 0.0 0.0 0.0
C 0.7403 -4.4649 0.9594 0.0 0.0 0.0
H 0.8646 0.8174 2.8039 0.0 -0.1 0.0
C -1.5459 5.0854 -1.0097 0.0 0.1 -0.1
C -0.7676 2.7237 -2.2854 0.1 -0.1 0.1
C -1.0620 -1.8051 5.0084 0.0 -0.1 0.0
C 3.4295 -0.4394 -5.0250 0.0 0.0 0.0
C 2.9244 1.1052 -0.3764 0.0 0.0 0.1
H -1.7621 -0.0711 -4.0118 0.0 0.0 0.0
H -1.8854 5.9971 -0.5361 0.0 0.0 0.0
N -0.5785 1.6395 -0.1080 0.0 -0.2 -0.2
C -0.6520 -1.3604 2.6966 0.1 -0.1 0.1
H -1.3538 -1.4729 5.9959 0.0 0.0 0.0
C -1.5341 0.5258 4.2324 0.0 0.0 0.1
H -5.9117 -1.9896 -1.6953 0.0 0.0 0.0
H -1.2361 -2.7740 -3.1164 0.0 0.0 0.0
H -3.5089 4.4221 2.4440 0.0 0.0 0.0
C 0.2479 0.7300 1.9172 0.0 0.0 -0.1
N -1.4997 -1.0962 -1.1183 -0.3 -0.3 -0.2
C -0.4026 -2.7246 2.4509 0.0 0.0 -0.1
H -3.1004 -3.9474 -4.2657 0.0 0.0 0.0
H 0.2142 4.6670 1.9311 0.0 0.0 0.0
H 2.7775 -1.6965 -6.6342 0.0 0.0 0.0
C -1.0431 -0.8909 3.9635 0.0 0.1 0.0
H -0.8028 3.8919 -4.0742 0.0 0.0 0.0

***

Ordered E results: -5906.20325 -3682.95551 -4247.73470; unit a.u..